Molecular formula: C7H7OPS2
Method: DFT, the ωB97M-V functional and the def2-TZVPD basis

Structure (XYZ):
```
18
Properties=species:S:1:pos:R:3:forces:R:3:mulliken_charge:R:1
C -0.26955 1.61723 0.45050 0.38 0.51 0.69 -0.304
C 0.81151 1.55265 1.25530 -0.58 0.34 -0.28 -0.836
C -0.62104 0.53230 -0.40082 0.24 -0.77 -0.09 -0.462
C 1.69309 0.40053 1.18162 0.41 0.03 -0.58 0.147
C 0.06793 -0.64373 -0.41860 -0.80 0.33 -0.37 0.720
C 1.21528 -0.78684 0.42078 0.22 -1.16 0.78 -0.189
C -0.30869 -1.79823 -1.28666 0.01 0.13 -0.03 -1.604
O 2.27343 1.17534 -1.44931 -0.36 0.22 -0.27 -0.538
P 2.90419 0.58892 -0.27700 2.08 0.10 0.34 0.671
S 2.14815 -2.15933 0.48177 -0.33 -0.13 0.01 -0.138
S 4.75978 0.10638 -0.06668 -1.09 0.44 0.15 -0.285
H -0.90488 2.49144 0.46330 -0.01 0.04 0.03 0.399
H 1.07347 2.35024 1.93320 -0.02 0.12 0.01 0.403
H -1.48869 0.64868 -1.03322 -0.09 -0.07 -0.10 0.391
H 2.27334 0.15836 2.06941 0.06 -0.03 -0.18 0.515
H -1.27583 -1.64736 -1.75579 -0.09 0.06 -0.04 0.407
H 0.44965 -1.91082 -2.06506 -0.01 -0.13 -0.01 0.323
H -0.31810 -2.71867 -0.70516 -0.03 -0.04 -0.07 0.380
```
Positions in Å, forces in eV/Å.

Summary:
Kohn-Sham gap ... 7.12 eV
Total charge ... 0
HOMO ... -8.606 eV

Molecular formula: C7H8
Method: DFT, the ωB97M-V functional and the def2-TZVPD basis

Structure (XYZ):
```
15
Properties=species:S:1:pos:R:3:forces:R:3:mulliken_charge:R:1
C -1.99581 0.79984 -0.26828 3.91 -1.44 -0.40 -0.612
C -3.02605 1.41286 -0.20849 -2.19 1.19 0.14 0.320
C -0.69387 -1.60951 -0.49267 4.14 -2.06 -0.50 -0.560
C -0.52522 -1.09515 0.89793 2.83 -2.13 1.44 -0.454
C 0.95420 0.45236 -0.68419 -0.69 1.34 -0.25 -0.281
C -0.10121 -0.28062 -0.23198 -3.37 0.21 -0.06 0.220
C 1.60004 1.49965 0.12599 0.96 1.74 1.76 -0.979
H 0.11603 -2.39476 -0.78112 -1.61 1.34 0.32 0.216
H -1.65684 -1.88346 -0.74240 -1.75 0.17 -1.08 0.327
H -1.41576 -1.06119 1.42078 -1.53 1.04 0.94 0.342
H 0.24947 -1.64649 1.49689 -0.51 0.91 -0.58 0.238
H 1.13646 0.42565 -1.74318 0.29 -0.12 -0.33 0.356
H 2.74248 1.37294 0.04757 -1.61 0.62 -0.01 0.308
H 1.33838 1.34978 1.21985 0.32 0.08 -1.22 0.287
H 1.27769 2.65812 -0.05668 0.81 -2.88 -0.16 0.271
```
Positions in Å, forces in eV/Å.

Summary:
Kohn-Sham gap (spin up / spin down) ... 8.10 / 7.31 eV
Energy above the lowest of the compared OMol25 structures with the same formula, charge and spin ... 1042.76 kJ/mol
Total charge ... 0
HOMO (spin up / spin down) ... -9.953 / -9.296 eV

How do the records compare in E? In the order shown, they have -40378.68667; -7377.93964 eV.